(1)
This record from the OMol25 dataset describes an isolated molecule of C5H9N. The level of theory is ωB97M-V with the def2-TZVPD basis set.

Structure (XYZ):
```
15
C5H9N (ωB97M-V with the def2-TZVPD basis set)
C -0.361 1.588 -0.272
C -0.418 0.221 0.415
C -0.714 -0.876 -0.544
C 0.931 -0.064 1.158
C 1.867 -0.697 0.167
N 1.383 -1.250 -0.806
H -0.155 2.390 0.446
H -1.306 1.819 -0.774
H 0.435 1.600 -1.027
H -1.178 0.235 1.210
H -1.252 -0.585 -1.450
H -1.090 -1.807 -0.115
H 0.755 -1.519 -1.557
H 0.801 -0.814 1.949
H 1.345 0.834 1.628
```

Results
HOMO energy (spin up / spin down) = -7.36 / -7.36 eV
Total charge = 0
Gap between HOMO and LUMO (spin up / spin down) = 8.27 / 8.27 eV
Multiplicity = 1

(2)
This record from the OMol25 dataset describes the ion C5H9N2 with charge +1 at a distorted geometry. The level of theory is ωB97M-V with the def2-TZVPD basis set.

Structure (XYZ):
```
16
C5H9N2 (ωB97M-V with the def2-TZVPD basis set)
C 1.021 -0.247 -2.336
C 1.199 -0.191 -0.824
C -0.003 -0.008 0.046
C -0.140 0.556 1.284
N -1.482 0.567 1.575
C -2.121 0.215 0.362
N -1.213 -0.120 -0.547
H 0.654 0.619 -2.891
H 2.034 -0.249 -2.752
H 0.542 -1.085 -2.740
H 1.769 -1.079 -0.548
H 1.933 0.609 -0.568
H 0.617 0.933 1.933
H -1.882 0.922 2.458
H -3.140 0.231 0.208
H -1.360 -0.706 -1.350
```

Results
SMILES = CCc1c[nH]c[nH+]1
HOMO energy = -13.95 eV
Total charge = +1
Gap between HOMO and LUMO = 10.27 eV
Multiplicity = 1

(3)
This record from the OMol25 dataset describes the ion C5H9N2 with charge +1 at a distorted geometry. The level of theory is ωB97M-V with the def2-TZVPD basis set.

Structure (XYZ):
```
16
C5H9N2 (ωB97M-V with the def2-TZVPD basis set)
H 0.788 -1.899 0.307
N -0.048 -1.343 0.310
C 0.163 -0.123 0.172
C 1.362 0.708 -0.109
C 2.538 -0.245 -0.182
N -1.089 0.684 0.101
C -2.284 0.352 -0.052
C -3.395 -0.120 -0.160
H 1.229 1.286 -1.131
H 1.529 1.418 0.707
H 3.338 0.392 -0.204
H 2.487 -1.097 -0.869
H 2.512 -0.885 0.780
H -0.800 1.612 0.467
H -4.210 -0.301 0.650
H -4.120 -0.439 -0.788
```

Results
SMILES = [H]/N=C(\CC)[NH+]=C=C
HOMO energy = -15.32 eV
Total charge = +1
Gap between HOMO and LUMO = 10.29 eV
Multiplicity = 1

(4)
This record from the OMol25 dataset describes a cluster of 2 separate species, C5H9N2 in total at a distorted geometry. The level of theory is ωB97M-V with the def2-TZVPD basis set.

Structure (XYZ):
```
16
C5H9N2 (ωB97M-V with the def2-TZVPD basis set)
C -0.663 2.413 -1.211
C 2.538 -2.423 -0.461
C 0.742 -0.970 0.517
C -1.368 1.791 -0.290
C -1.930 1.275 0.785
N 1.692 -1.694 0.075
N -0.536 -1.081 0.817
H -0.675 3.496 -1.364
H -0.077 1.955 -2.060
H 2.725 -2.393 -1.490
H 3.123 -3.112 0.147
H 1.114 -0.027 0.760
H -3.013 1.154 0.729
H -1.079 -0.161 1.026
H -1.418 1.480 1.670
H -1.174 -1.704 0.351
```

Results
HOMO energy = -13.73 eV
Total charge = +1
Gap between HOMO and LUMO = 9.53 eV
Multiplicity = 1

(5)
This record from the OMol25 dataset describes a structure of composition C5H9N2 at a distorted geometry. The level of theory is ωB97M-V with the def2-TZVPD basis set.

Structure (XYZ):
```
16
C5H9N2 (ωB97M-V with the def2-TZVPD basis set)
C -2.436 0.591 0.710
C 1.799 -0.438 -0.470
C -1.278 0.121 1.109
C 0.451 0.123 -0.857
C -0.031 -0.149 0.353
N -0.071 0.605 -2.028
N 1.163 -0.712 0.906
H -3.116 0.781 1.536
H -2.676 0.941 -0.299
H 2.073 -1.224 -1.190
H 2.694 0.171 -0.247
H -1.230 0.212 2.136
H 0.515 1.052 -2.725
H -0.949 1.016 -1.790
H 1.307 -1.659 1.245
H 1.560 -0.230 1.722
```

Results
HOMO energy = -12.75 eV
Total charge = +1
Gap between HOMO and LUMO = 9.40 eV
Multiplicity = 1

(6)
This record from the OMol25 dataset describes the ion C5H9N2 with charge +1 at a distorted geometry. The level of theory is ωB97M-V with the def2-TZVPD basis set.

Structure (XYZ):
```
16
C5H9N2 (ωB97M-V with the def2-TZVPD basis set)
C 2.073 -0.073 -0.808
C 1.099 0.961 -0.123
C -0.223 0.317 0.221
N -0.863 -0.379 -0.708
C -1.968 -1.008 -0.283
C -1.984 -0.565 1.317
N -0.887 0.205 1.410
H 2.597 -0.456 -0.011
H 2.694 0.445 -1.447
H 1.514 -0.783 -1.365
H 0.704 1.789 -0.822
H 1.737 1.487 0.683
H -0.600 -0.368 -1.686
H -2.548 -1.802 -0.623
H -2.808 -0.534 2.078
H -0.536 0.765 2.167
```

Results
SMILES = CCc1[nH]cc[nH+]1
HOMO energy = -13.24 eV
Total charge = +1
Gap between HOMO and LUMO = 9.91 eV
Multiplicity = 1

(7)
This record from the OMol25 dataset describes the ion C5H9N2 with charge +1 at a distorted geometry. The level of theory is ωB97M-V with the def2-TZVPD basis set.

Structure (XYZ):
```
16
C5H9N2 (ωB97M-V with the def2-TZVPD basis set)
C 0.777 2.044 2.246
C 1.425 2.774 2.936
C 0.044 1.000 1.545
C 0.492 0.915 0.044
C -0.772 -1.140 -0.802
N 1.701 1.407 -0.354
N 0.519 -0.548 -0.413
H 0.237 0.047 2.046
H -1.019 1.231 1.631
H -0.331 1.392 -0.531
H -1.481 -1.079 0.023
H -1.178 -0.607 -1.662
H -0.638 -2.186 -1.071
H 1.940 2.322 0.005
H 1.181 -0.538 -1.206
H 0.965 -1.114 0.319
```

Results
HOMO energy (spin up / spin down) = -14.71 / -14.18 eV
Total charge = +1
Gap between HOMO and LUMO (spin up / spin down) = 9.04 / 7.90 eV
Multiplicity = 1

(8)
This record from the OMol25 dataset describes the ion C5H9N2O with charge +1 at a distorted geometry. The level of theory is ωB97M-V with the def2-TZVPD basis set.

Structure (XYZ):
```
17
C5H9N2O (ωB97M-V with the def2-TZVPD basis set)
C -2.876 0.538 0.517
O -2.439 -0.536 -0.254
C -0.777 -0.434 -0.619
C 0.058 -0.947 -1.608
N 1.275 -0.717 -1.207
C 1.262 -0.098 0.024
C 2.484 0.452 0.738
N -0.042 0.047 0.335
H -4.004 0.486 0.503
H -2.315 1.459 0.136
H -2.646 0.313 1.538
H -0.101 -1.338 -2.588
H 2.031 -1.068 -1.803
H 2.270 1.260 1.420
H 2.945 -0.361 1.437
H 3.400 0.568 0.200
H -0.527 0.373 1.232
```

Results
SMILES = COc1c[nH]c(C)[nH+]1
HOMO energy = -13.62 eV
Total charge = +1
Gap between HOMO and LUMO = 10.30 eV
Multiplicity = 1

(9)
This record from the OMol25 dataset describes the ion C5H9N2O with charge +1 at a distorted geometry. The level of theory is ωB97M-V with the def2-TZVPD basis set.

Structure (XYZ):
```
17
C5H9N2O (ωB97M-V with the def2-TZVPD basis set)
C -1.873 -0.347 -0.048
C -1.762 -1.427 0.789
C 0.183 0.631 0.533
C 2.153 0.319 -0.935
C 1.561 0.662 0.378
N -0.958 0.666 -0.111
N -0.755 -1.603 1.595
O -1.220 1.788 -0.891
H -2.431 -0.271 -1.000
H -2.741 -2.024 0.697
H 2.828 1.040 -1.410
H 1.296 0.152 -1.707
H 2.601 -0.618 -0.993
H 1.996 1.577 0.934
H 1.920 0.015 1.162
H -0.662 -2.375 2.282
H -2.136 1.814 -1.276
```

Results
HOMO energy (spin up / spin down) = -13.33 / -13.40 eV
Total charge = +1
Gap between HOMO and LUMO (spin up / spin down) = 6.99 / 7.78 eV
Multiplicity = 1

(10)
This record from the OMol25 dataset describes a structure of composition C5H9N2O at a distorted geometry. The level of theory is ωB97M-V with the def2-TZVPD basis set.

Structure (XYZ):
```
17
C5H9N2O (ωB97M-V with the def2-TZVPD basis set)
C -1.582 -0.645 0.248
C 2.135 0.538 0.537
C 1.833 0.162 -0.925
C -0.411 1.272 -0.266
C 0.710 0.306 -0.010
N -0.409 -1.189 0.351
N -2.739 -1.262 0.331
O -1.641 0.668 -0.056
H 2.544 -0.362 0.970
H 2.515 1.542 0.760
H 2.078 0.908 -1.769
H 2.215 -0.847 -1.162
H -0.301 2.191 0.443
H -0.358 1.605 -1.328
H -0.153 -2.035 0.906
H -2.812 -2.159 0.655
H -3.624 -0.695 0.314
```

Results
HOMO energy = -14.76 eV
Total charge = +1
Gap between HOMO and LUMO = 11.09 eV
Multiplicity = 1

(11)
This record from the OMol25 dataset describes the ion C5H9N2O with charge +1 at a distorted geometry. The level of theory is ωB97M-V with the def2-TZVPD basis set.

Structure (XYZ):
```
17
C5H9N2O (ωB97M-V with the def2-TZVPD basis set)
C -0.243 -0.279 -1.369
C -0.451 0.985 -1.238
C 0.044 -1.210 -0.215
C -0.752 2.349 -1.477
C 0.758 -1.126 2.179
N 0.263 -0.460 0.998
N 0.009 0.783 0.957
O 0.096 1.577 1.846
H -0.267 -0.773 -2.338
H -0.816 -1.884 -0.088
H 0.916 -1.830 -0.442
H -0.625 2.572 -2.544
H -0.067 3.001 -0.926
H -1.777 2.583 -1.183
H 0.768 -0.396 2.989
H 0.120 -1.969 2.444
H 1.775 -1.487 2.009
```

Results
HOMO energy (spin up / spin down) = -14.31 / -14.31 eV
Total charge = +1
Gap between HOMO and LUMO (spin up / spin down) = 9.24 / 9.24 eV
Multiplicity = 1

(12)
This record from the OMol25 dataset describes the ion C5H9N2O2 with charge -1 at a distorted geometry. The level of theory is ωB97M-V with the def2-TZVPD basis set.

Structure (XYZ):
```
18
C5H9N2O2 (ωB97M-V with the def2-TZVPD basis set)
C -0.720 0.766 1.229
C 0.425 0.500 0.292
C -1.783 -0.188 1.680
C 1.117 -0.225 -1.988
C 0.529 -0.853 -0.745
N 1.262 -1.785 -0.118
N -0.789 1.265 -0.150
O -0.745 2.499 -0.508
O 2.513 -1.625 -0.136
H -0.442 1.424 2.049
H 1.413 0.931 0.431
H -2.812 0.266 1.656
H -1.691 -0.554 2.758
H -1.533 -1.013 1.125
H 2.149 -0.081 -1.733
H 0.650 0.732 -2.292
H 0.973 -0.888 -2.802
H -0.517 -1.170 -0.748
```

Results
HOMO energy (spin up / spin down) = -1.18 / -1.99 eV
Total charge = -1
Gap between HOMO and LUMO (spin up / spin down) = 5.07 / 4.91 eV
Multiplicity = 3

What did we get for energy above the lowest of the compared OMol25 structures with the same formula, charge and spin? Answer: 99.24 30.62 120.50 118.89 87.68 63.77 197.98 76.46 190.19 63.79 120.09 34.27 kcal/mol, in the order shown.